Record 1
{
  "formula": "C4H8O",
  "method": "ωB97M-V with the def2-TZVPD basis set",
  "e_tot_ha": -232.2221,
  "homo_energy_ev": -7.5985,
  "relative_energy_kj_mol": 587.0,
  "orbital_gap_ev": 8.384,
  "symbols": ["C", "C", "O", "C", "C", "H", "H", "H", "H", "H", "H", "H", "H"],
  "xyz": [[-1.728759, -0.717048, 0.173280], [0.349306, 0.186477, 0.650737], [-0.852337, 0.316013, -0.612801], [1.491551, -0.421080, -0.078607], [1.411145, 1.061647, 0.065164], [-1.466631, -1.497160, 0.857704], [-2.065009, -1.223791, -0.753449], [-2.645540, -0.242699, 0.568110], [-1.261666, 1.135153, -0.275896], [2.170260, -1.023054, 0.519608], [1.338072, -0.804352, -1.085917], [2.049066, 1.563397, 0.789773], [1.210547, 1.666503, -0.817707]],
  "forces_ev_per_a": [[-2.712, 0.023, -3.728], [0.130, 0.819, 0.477], [-1.191, -1.252, 2.970], [0.340, -0.509, -0.741], [0.819, 0.582, 0.314], [1.679, 0.442, 0.394], [-0.275, -0.239, 0.662], [0.819, 0.336, -0.103], [0.463, -0.075, -0.366], [-0.034, 0.163, -0.052], [0.019, -0.006, 0.198], [-0.082, -0.035, -0.115], [0.025, -0.250, 0.090]],
  "nbo_charge": [-0.270, -0.062, -0.591, -0.540, -0.540, 0.236, 0.185, 0.198, 0.510, 0.222, 0.220, 0.218, 0.214]
}


Record 2
{
  "formula": "C4H8O",
  "method": "ωB97M-V with the def2-TZVPD basis set",
  "e_tot_ha": -232.3800,
  "homo_energy_ev": -9.5467,
  "relative_energy_kj_mol": 172.4,
  "orbital_gap_ev": 10.657,
  "symbols": ["C", "C", "C", "O", "C", "H", "H", "H", "H", "H", "H", "H", "H"],
  "xyz": [[-0.428852, 0.810045, 1.342464], [-0.159643, -0.343268, 0.297007], [-0.675977, -0.286833, -1.194978], [0.603073, -0.622906, -1.730264], [1.219407, -0.411488, -0.461754], [0.394372, 0.867130, 2.076557], [-1.325936, 0.665768, 1.986625], [-0.547410, 1.770666, 0.848623], [-0.488703, -1.108993, 0.985915], [-0.932130, 0.750974, -1.445622], [-1.437478, -0.953964, -1.628287], [1.999301, -1.171100, -0.298058], [1.685094, 0.582854, -0.427873]],
  "forces_ev_per_a": [[0.169, 0.123, -0.514], [-0.156, 0.671, 0.575], [-0.475, 0.294, 0.341], [-0.106, -0.009, 0.245], [0.164, 0.244, 0.562], [-0.071, 0.005, -0.519], [0.361, -0.252, -0.800], [0.161, 0.288, 0.052], [0.345, -1.523, -0.992], [-0.109, -0.028, -0.044], [0.058, 0.118, 0.641], [-0.456, 0.125, 0.417], [0.115, -0.055, 0.035]],
  "nbo_charge": [-0.615, -0.267, -0.060, -0.535, -0.061, 0.214, 0.212, 0.202, 0.215, 0.160, 0.188, 0.187, 0.160]
}


Repeat the second record exactly.
{
  "formula": "C4H8O",
  "method": "ωB97M-V with the def2-TZVPD basis set",
  "e_tot_ha": -232.3800,
  "homo_energy_ev": -9.5467,
  "relative_energy_kj_mol": 172.4,
  "orbital_gap_ev": 10.657,
  "symbols": ["C", "C", "C", "O", "C", "H", "H", "H", "H", "H", "H", "H", "H"],
  "xyz": [[-0.428852, 0.810045, 1.342464], [-0.159643, -0.343268, 0.297007], [-0.675977, -0.286833, -1.194978], [0.603073, -0.622906, -1.730264], [1.219407, -0.411488, -0.461754], [0.394372, 0.867130, 2.076557], [-1.325936, 0.665768, 1.986625], [-0.547410, 1.770666, 0.848623], [-0.488703, -1.108993, 0.985915], [-0.932130, 0.750974, -1.445622], [-1.437478, -0.953964, -1.628287], [1.999301, -1.171100, -0.298058], [1.685094, 0.582854, -0.427873]],
  "forces_ev_per_a": [[0.169, 0.123, -0.514], [-0.156, 0.671, 0.575], [-0.475, 0.294, 0.341], [-0.106, -0.009, 0.245], [0.164, 0.244, 0.562], [-0.071, 0.005, -0.519], [0.361, -0.252, -0.800], [0.161, 0.288, 0.052], [0.345, -1.523, -0.992], [-0.109, -0.028, -0.044], [0.058, 0.118, 0.641], [-0.456, 0.125, 0.417], [0.115, -0.055, 0.035]],
  "nbo_charge": [-0.615, -0.267, -0.060, -0.535, -0.061, 0.214, 0.212, 0.202, 0.215, 0.160, 0.188, 0.187, 0.160]
}